[1]
# C4H8NS

A molecular structure, C4H8NS (ωB97M-V with the def2-TZVPD basis set, the Open Molecules 2025 dataset).

HOMO level ... -13.66 eV
HOMO-LUMO gap ... 8.725 eV
Net charge ... +1
Energy relative to the best compared isomer or geometry (same formula, charge and spin) ... 166.5 kJ/mol

Each line ends with the Löwdin charge.
Positions of all 14 atoms, in Å:
1 C -0.97 0.91 0.52  0.01
2 C -0.05 1.21 -0.47  -0.11
3 C -0.88 -0.57 0.70  -0.13
4 C 0.69 0.10 -1.03  -0.25
5 N -0.10 -1.05 -0.46  0.02
6 S 2.54 -0.07 0.26  0.65
7 H -1.62 1.54 1.06  0.11
8 H 0.07 2.30 -0.72  0.15
9 H -0.09 -0.79 1.45  0.13
10 H -1.81 -0.97 1.03  0.14
11 H 1.07 -0.03 -2.03  0.12
12 H 0.24 -1.98 -0.30  0.18
13 H -0.86 -1.20 -1.10  0.18
14 H 1.77 0.59 1.11  -0.20



[2]
# C26H28F3N4O4SV

A molecular structure, C26H28F3N4O4SV (ωB97M-V with the def2-TZVPD basis set, the Open Molecules 2025 dataset).

Multiplicity ... 4
<S²> ... 3.7629
HOMO level (spin up / spin down) ... -3.69 / -4.91 eV
HOMO-LUMO gap (spin up / spin down) ... 6.421 / 7.638 eV
Net charge ... -1
Energy relative to the best compared isomer or geometry (same formula, charge and spin) ... 0.0 kJ/mol

Each line ends with the Löwdin charge.
Positions of all 67 atoms, in Å:
1 V -0.57 1.16 0.87  0.64
2 C 2.71 -3.31 -1.45  -0.07
3 C 1.44 -2.47 -1.58  -0.20
4 N 1.68 -1.03 -1.44  -0.10
5 C 1.83 -0.25 -2.66  -0.25
6 C 3.28 -0.11 -3.10  -0.07
7 C 1.68 -0.47 -0.22  -0.72
8 S 1.79 1.24 -0.04  0.68
9 N 1.68 -1.34 0.81  0.11
10 C 1.05 -1.13 1.94  -0.45
11 O 0.12 -0.30 2.17  -0.12
12 C 1.45 -2.02 3.09  -0.12
13 C 0.74 -1.93 4.29  -0.02
14 C 1.10 -2.73 5.36  -0.09
15 C 2.16 -3.62 5.25  -0.11
16 C 2.87 -3.71 4.05  -0.09
17 C 2.51 -2.91 2.98  -0.03
18 H 2.46 -4.37 -1.53  0.07
19 H 3.17 -3.13 -0.48  0.06
20 H 3.43 -3.07 -2.24  0.06
21 H 0.71 -2.77 -0.83  0.11
22 H 0.98 -2.62 -2.56  0.12
23 H 1.41 0.74 -2.49  0.06
24 H 1.23 -0.73 -3.44  0.11
25 H 3.87 0.37 -2.31  0.07
26 H 3.34 0.51 -4.00  0.07
27 H 3.74 -1.08 -3.33  0.06
28 H -0.08 -1.24 4.35  0.11
29 H 0.55 -2.67 6.29  0.10
30 H 2.44 -4.25 6.09  0.09
31 H 3.70 -4.40 3.96  0.09
32 H 3.04 -2.96 2.04  0.10
33 C -1.57 0.47 -4.76  -0.11
34 C -1.21 1.51 -3.88  -0.09
35 C -1.18 1.28 -2.53  -0.06
36 C -1.51 0.01 -1.97  -0.19
37 C -1.44 -0.20 -0.55  -0.14
38 C -1.83 -1.45 -0.13  -0.14
39 C -2.24 -2.48 -1.00  -0.11
40 C -2.26 -2.28 -2.35  -0.08
41 C -1.89 -1.02 -2.87  -0.19
42 C -1.90 -0.76 -4.27  -0.07
43 H -1.59 0.65 -5.83  0.09
44 H -0.96 2.49 -4.26  0.10
45 H -0.88 2.06 -1.85  0.07
46 H -1.80 -1.68 0.94  0.09
47 H -2.53 -3.45 -0.60  0.09
48 H -2.56 -3.07 -3.04  0.10
49 H -2.19 -1.56 -4.94  0.10
50 F 0.41 4.35 -1.59  0.14
51 C -0.73 4.94 -1.21  -0.55
52 F -0.53 6.26 -1.21  0.14
53 F -1.66 4.68 -2.16  0.13
54 C -1.25 4.42 0.17  -0.55
55 O -1.95 5.22 0.80  0.03
56 O -0.92 3.25 0.46  -0.09
57 C -1.16 3.22 3.78  -0.06
58 N -2.40 3.44 3.05  0.03
59 C -2.81 2.46 2.20  -0.62
60 N -3.83 2.78 1.35  0.19
61 O -2.32 1.32 2.21  -0.05
62 H -1.11 3.93 4.60  0.08
63 H -0.29 3.36 3.14  0.09
64 H -1.15 2.21 4.17  0.09
65 H -2.50 4.36 2.65  0.11
66 H -3.87 3.75 1.06  0.09
67 H -3.91 2.11 0.59  0.11



[3]
# C30H34FeN

A molecular structure, C30H34FeN (ωB97M-V with the def2-TZVPD basis set, the Open Molecules 2025 dataset).

Multiplicity ... 5
<S²> ... 6.0580
HOMO level (spin up / spin down) ... 0.28 / -3.93 eV
HOMO-LUMO gap (spin up / spin down) ... 2.402 / 3.243 eV
Net charge ... -1
Energy relative to the best compared isomer or geometry (same formula, charge and spin) ... 164.8 kJ/mol

Each line ends with the Löwdin charge.
Positions of all 66 atoms, in Å:
1 C 4.69 -0.39 0.75  -0.09
2 C 4.75 0.99 0.87  -0.04
3 C 3.68 1.72 1.43  -0.17
4 C 3.66 3.13 1.44  -0.03
5 C 2.57 3.82 1.95  -0.09
6 C 1.44 3.12 2.41  -0.09
7 C 1.37 1.72 2.33  -0.17
8 C 0.14 1.05 2.90  -0.16
9 C -0.85 0.10 2.17  -0.19
10 C -2.25 0.32 2.78  -0.21
11 C -3.01 1.28 1.86  -0.31
12 C -2.11 2.35 1.21  -0.16
13 C -1.09 1.71 0.29  -0.05
14 N -0.98 0.21 0.62  -0.13
15 C -2.33 -0.41 0.19  -0.07
16 C -3.52 0.35 0.76  -0.15
17 C 2.55 0.99 1.96  -0.13
18 C 2.61 -0.42 1.99  -0.06
19 C 3.59 -1.10 1.27  -0.09
20 H 5.49 -0.94 0.25  0.10
21 H 5.61 1.55 0.49  0.11
22 H 4.53 3.67 1.05  0.11
23 H 2.57 4.91 1.98  0.10
24 H 0.61 3.68 2.83  0.07
25 H 0.47 0.46 3.77  0.10
26 H -0.46 1.86 3.34  0.06
27 H -0.56 -0.93 2.36  0.10
28 H -2.78 -0.64 2.85  0.10
29 H -2.17 0.68 3.81  0.05
30 H -3.85 1.76 2.39  0.11
31 H -2.74 3.02 0.61  0.10
32 H -1.61 3.00 1.94  0.08
33 H -1.42 1.78 -0.75  0.10
34 H -0.09 2.14 0.37  0.14
35 H -2.36 -0.37 -0.91  0.11
36 H -2.29 -1.46 0.50  0.13
37 H -4.22 -0.39 1.15  0.11
38 H -4.03 0.90 -0.05  0.12
39 H 1.89 -0.98 2.59  0.11
40 H 3.51 -2.18 1.11  0.10
41 C 0.27 -1.91 0.41  -0.01
42 C 0.07 -0.42 -0.01  -0.28
43 C 0.11 -0.41 -1.54  -0.24
44 C 1.16 -1.12 -2.26  -0.12
45 C 1.03 -0.85 -3.67  -0.16
46 C -0.08 0.06 -3.84  -0.16
47 C -0.62 0.36 -2.53  -0.15
48 Fe -0.65 -1.60 -2.93  0.14
49 C -2.27 -2.56 -2.28  -0.19
50 C -1.12 -3.44 -2.36  -0.19
51 C -0.63 -3.41 -3.73  -0.18
52 C -1.47 -2.50 -4.49  -0.17
53 C -2.48 -1.97 -3.59  -0.18
54 H 1.35 -2.03 0.60  0.05
55 H -0.24 -2.22 1.33  0.07
56 H 0.00 -2.61 -0.39  0.06
57 H 0.98 0.11 0.28  0.13
58 H 1.96 -1.69 -1.78  0.11
59 H 1.70 -1.20 -4.45  0.10
60 H -0.40 0.53 -4.76  0.11
61 H -1.39 1.10 -2.32  0.08
62 H -2.95 -2.49 -1.44  0.08
63 H -0.78 -4.11 -1.58  0.09
64 H 0.17 -4.03 -4.12  0.09
65 H -1.41 -2.32 -5.55  0.10
66 H -3.31 -1.32 -3.86  0.09



[4]
# C20H33N7O7PPm

A molecular structure, C20H33N7O7PPm (ωB97M-V with the def2-TZVPD basis set, the Open Molecules 2025 dataset).

Multiplicity ... 5
<S²> ... 6.0038
HOMO level (spin up / spin down) ... -14.36 / -14.36 eV
HOMO-LUMO gap (spin up / spin down) ... 9.085 / 9.086 eV
Net charge ... +2
Energy relative to the best compared isomer or geometry (same formula, charge and spin) ... 0.0 kJ/mol

Each line ends with the Löwdin charge.
Positions of all 69 atoms, in Å:
1 Pm 0.00 0.19 0.26  1.82
2 C -0.22 3.52 1.51  -0.11
3 C -1.36 2.99 0.92  -0.14
4 C -1.43 2.88 -0.47  -0.13
5 C -0.36 3.32 -1.25  -0.08
6 C 0.77 3.86 -0.66  -0.06
7 C 0.84 3.96 0.73  -0.07
8 H -0.19 3.66 2.59  0.12
9 H -2.22 2.75 1.52  0.10
10 H -2.34 2.55 -0.94  0.11
11 H -0.43 3.27 -2.33  0.13
12 H 1.58 4.21 -1.27  0.13
13 H 1.72 4.40 1.19  0.12
14 N 1.49 0.79 2.39  -0.03
15 C 1.37 -0.08 3.58  -0.21
16 C 0.08 -0.88 3.52  -0.20
17 N -0.08 -1.58 2.24  -0.15
18 C 0.73 -2.80 2.09  -0.18
19 C 2.06 -2.53 1.39  -0.21
20 N 1.82 -1.84 0.11  -0.01
21 H 1.38 1.76 2.66  0.07
22 H 2.42 0.74 1.99  0.09
23 H 2.23 -0.75 3.63  0.11
24 H 1.38 0.50 4.50  0.13
25 H 0.04 -1.57 4.37  0.13
26 H -0.77 -0.19 3.62  0.11
27 H -1.06 -1.86 2.17  0.06
28 H 0.91 -3.28 3.06  0.13
29 H 0.16 -3.51 1.49  0.13
30 H 2.70 -1.90 2.01  0.10
31 H 2.59 -3.48 1.25  0.13
32 H 2.69 -1.44 -0.22  0.10
33 H 1.58 -2.54 -0.59  0.08
34 O 0.35 -2.72 -2.84  0.23
35 C -0.38 -2.32 -2.04  -0.38
36 N -1.06 -1.87 -1.12  0.09
37 N -4.83 -0.80 3.47  0.14
38 C -4.57 0.19 2.36  -0.15
39 P -3.44 -0.70 1.17  0.48
40 O -3.21 -2.01 1.88  -0.33
41 O -2.22 0.16 0.89  -0.49
42 C -4.40 -0.97 -0.35  -0.28
43 N -3.82 -2.12 -1.04  -0.03
44 H -4.53 -0.46 4.38  0.17
45 H -4.27 -1.65 3.19  0.11
46 H -5.82 -1.04 3.55  0.17
47 H -4.09 1.07 2.77  0.10
48 H -5.51 0.48 1.91  0.11
49 H -4.30 -0.08 -0.98  0.11
50 H -5.45 -1.09 -0.09  0.10
51 H -3.99 -2.97 -0.51  0.10
52 H -2.10 -2.00 -1.14  0.04
53 H -4.24 -2.24 -1.96  0.11
54 O 1.96 1.03 -0.48  -0.18
55 C 1.65 0.74 -1.68  -0.60
56 O 0.44 0.44 -1.94  -0.15
57 C 2.69 0.72 -2.73  -0.12
58 C 3.96 1.23 -2.48  0.01
59 C 4.93 1.20 -3.47  -0.02
60 C 4.64 0.63 -4.70  0.04
61 C 3.37 0.12 -4.92  -0.11
62 C 2.38 0.16 -3.96  0.08
63 N 3.06 -0.49 -6.23  -0.35
64 O 3.90 -0.40 -7.10  0.11
65 O 1.94 -0.94 -6.37  0.09
66 H 4.17 1.67 -1.51  0.12
67 H 5.91 1.61 -3.28  0.12
68 H 5.37 0.58 -5.49  0.13
69 H 1.40 -0.24 -4.18  0.13



[5]
# C18H17IKNSSe4

A molecular structure, C18H17IKNSSe4 (ωB97M-V with the def2-TZVPD basis set, the Open Molecules 2025 dataset).

HOMO level ... -0.67 eV
HOMO-LUMO gap ... 4.357 eV
Net charge ... -2

Each line ends with the Löwdin charge.
Positions of all 43 atoms, in Å:
1 K -1.25 0.62 1.46  0.37
2 C 2.03 1.96 -0.58  -0.06
3 C 1.18 2.65 0.45  -0.30
4 C 1.48 2.57 1.81  -0.07
5 C 0.68 3.19 2.76  -0.14
6 C -0.45 3.90 2.36  -0.12
7 C -0.77 3.97 1.01  -0.12
8 C 0.04 3.35 0.06  -0.12
9 H 1.43 1.23 -1.13  0.03
10 H 2.88 1.45 -0.12  0.07
11 H 2.41 2.69 -1.31  0.08
12 H 2.33 1.99 2.15  0.10
13 H 0.94 3.08 3.80  0.04
14 H -1.08 4.37 3.10  0.10
15 H -1.66 4.50 0.68  0.10
16 H -0.24 3.38 -0.99  0.07
17 Se -2.15 -2.12 3.05  -0.36
18 Se -0.63 -1.86 4.81  -0.26
19 Se -0.26 0.48 4.90  -0.27
20 Se 2.05 0.72 5.25  -0.30
21 S -1.42 0.94 -1.77  0.45
22 C -1.96 -0.35 -2.82  -0.77
23 C -3.06 -1.16 -2.52  -0.14
24 C -3.47 -2.18 -3.36  -0.13
25 C -2.79 -2.44 -4.55  -0.15
26 C -1.69 -1.65 -4.87  -0.14
27 C -1.28 -0.63 -4.02  -0.16
28 H -3.60 -0.98 -1.59  0.09
29 H -4.32 -2.79 -3.08  0.09
30 H -3.10 -3.25 -5.20  0.08
31 H -1.13 -1.84 -5.78  0.08
32 H -0.42 -0.02 -4.28  0.08
33 I 1.59 -4.10 -1.81  0.80
34 C 1.65 -2.91 -0.10  -0.71
35 C 2.26 -3.37 1.06  -0.15
36 C 2.27 -2.53 2.16  -0.05
37 C 1.68 -1.28 2.06  -0.17
38 N 1.09 -0.86 0.95  0.03
39 C 1.06 -1.66 -0.12  -0.22
40 H 2.71 -4.35 1.10  0.09
41 H 2.71 -2.84 3.10  0.11
42 H 1.69 -0.61 2.91  -0.01
43 H 0.54 -1.28 -0.99  0.08



[6]
# C4H8N4

A molecular structure, C4H8N4 (ωB97M-V with the def2-TZVPD basis set, the Open Molecules 2025 dataset).

HOMO level ... -8.47 eV
HOMO-LUMO gap ... 9.395 eV
Net charge ... 0
Energy relative to the best compared isomer or geometry (same formula, charge and spin) ... 143.0 kJ/mol

Each line ends with the Löwdin charge.
Positions of all 16 atoms, in Å:
1 C -3.18 0.59 -0.32  -0.23
2 C -1.40 -0.05 0.40  -0.39
3 C 1.86 0.48 -0.11  -0.10
4 C 1.08 -0.51 0.74  -0.34
5 N -2.16 1.03 0.37  0.12
6 N -1.86 -1.12 -0.30  0.07
7 N -3.09 -0.67 -0.72  -0.01
8 N -0.15 0.07 1.19  -0.02
9 H -4.04 1.19 -0.60  0.12
10 H 1.51 0.38 -1.25  0.11
11 H 1.51 1.39 0.30  0.03
12 H 2.99 0.25 -0.17  0.09
13 H 0.76 -1.48 0.22  0.11
14 H 1.65 -0.95 1.70  0.14
15 H -3.81 -1.36 -1.11  0.19
16 H -0.04 1.06 1.45  0.11



[7]
# C36H37N2O

2 unconnected molecules or ions with the total composition C36H37N2O (ωB97M-V with the def2-TZVPD basis set, the Open Molecules 2025 dataset).

HOMO level ... -8.72 eV
HOMO-LUMO gap ... 3.993 eV
Net charge ... +1
Energy relative to the best compared isomer or geometry (same formula, charge and spin) ... 29.5 kJ/mol

Each line ends with the Löwdin charge.
Positions of all 76 atoms, in Å:
1 C -5.16 -0.15 -4.07  -0.05
2 O -3.73 -0.04 -4.23  -0.10
3 C -2.93 -0.86 -3.51  -0.29
4 C -1.56 -0.76 -3.83  -0.03
5 C -0.64 -1.30 -2.97  -0.05
6 C -1.03 -1.86 -1.73  -0.24
7 C 0.03 -2.19 -0.79  -0.01
8 C -0.12 -2.30 0.61  -0.20
9 N 0.80 -2.94 1.37  -0.08
10 C 1.92 -3.66 0.79  -0.15
11 C 2.85 -4.01 1.96  -0.15
12 C 2.24 -3.39 3.22  -0.15
13 C 0.94 -2.67 2.79  -0.14
14 C -1.30 -1.68 1.27  -0.17
15 C -1.61 -0.37 0.91  -0.05
16 C -2.69 0.30 1.46  -0.09
17 C -3.48 -0.37 2.41  -0.08
18 C -3.22 -1.70 2.75  -0.06
19 C -2.13 -2.36 2.19  -0.03
20 C -2.41 -2.18 -1.57  -0.03
21 C -3.36 -1.68 -2.45  -0.02
22 H -5.59 0.51 -4.82  0.09
23 H -5.48 -1.18 -4.24  0.09
24 H -5.43 0.18 -3.07  0.09
25 H -1.28 -0.17 -4.71  0.12
26 H 0.42 -1.27 -3.24  0.12
27 H 0.98 -2.53 -1.23  0.09
28 H 1.58 -4.58 0.27  0.13
29 H 2.43 -3.04 0.03  0.11
30 H 2.91 -5.09 2.05  0.11
31 H 3.86 -3.64 1.77  0.11
32 H 1.99 -4.16 3.94  0.11
33 H 2.93 -2.68 3.70  0.10
34 H 1.00 -1.58 2.97  0.11
35 H 0.08 -3.05 3.36  0.10
36 H -0.94 0.12 0.20  0.10
37 H -2.87 1.34 1.18  0.09
38 H -4.30 0.18 2.87  0.10
39 H -3.85 -2.21 3.48  0.11
40 H -1.90 -3.40 2.46  0.12
41 H -2.71 -2.85 -0.76  0.12
42 H -4.43 -1.88 -2.27  0.11
43 C -1.04 2.65 3.41  0.01
44 C 0.20 2.16 2.79  -0.17
45 N 1.24 1.77 3.56  0.19
46 C 2.33 1.41 2.78  -0.19
47 C 1.96 1.58 1.43  -0.11
48 C 2.89 1.31 0.42  0.00
49 C 4.16 0.85 0.79  -0.05
50 C 4.47 0.58 2.14  -0.06
51 C 3.54 0.84 3.15  -0.01
52 C 0.58 2.03 1.42  -0.09
53 C -0.19 2.29 0.28  0.08
54 C 0.29 2.68 -1.02  -0.20
55 C 1.42 3.52 -1.23  -0.02
56 C 1.88 3.79 -2.52  -0.02
57 C 1.20 3.26 -3.63  -0.25
58 C 1.80 3.35 -4.99  -0.04
59 C -0.03 2.62 -3.45  -0.01
60 C -0.51 2.39 -2.16  0.01
61 H -1.70 3.13 2.68  0.09
62 H -1.58 1.80 3.86  0.10
63 H -0.84 3.37 4.23  0.11
64 H 1.22 1.74 4.58  0.19
65 H 2.60 1.49 -0.61  0.11
66 H 4.92 0.69 0.01  0.11
67 H 5.45 0.17 2.39  0.11
68 H 3.74 0.63 4.21  0.13
69 H -1.28 2.38 0.42  0.12
70 H 1.91 4.00 -0.37  0.13
71 H 2.79 4.37 -2.68  0.13
72 H 1.12 2.91 -5.73  0.08
73 H 2.01 4.38 -5.29  0.09
74 H 2.75 2.79 -5.04  0.10
75 H -0.59 2.25 -4.32  0.12
76 H -1.52 1.98 -2.02  0.13



[8]
# C3HFLaO2

A molecular structure, C3HFLaO2 (ωB97M-V with the def2-TZVPD basis set, the Open Molecules 2025 dataset).

HOMO level ... -21.18 eV
HOMO-LUMO gap ... 4.398 eV
Net charge ... +3
Energy relative to the best compared isomer or geometry (same formula, charge and spin) ... 0.0 kJ/mol

Each line ends with the Löwdin charge.
Positions of all 8 atoms, in Å:
1 O -3.43 0.50 -0.39  -0.13
2 C -4.22 1.03 0.23  0.24
3 La -1.44 -0.65 -1.63  2.73
4 F 0.25 -0.22 0.27  -0.14
5 H 2.21 -0.77 1.46  0.23
6 O 2.33 0.79 -0.09  0.15
7 C 2.67 -0.40 -0.44  0.17
8 C 1.61 -0.29 0.58  -0.25



Results for electronic energy: -16593.68044 -86249.06813 -67530.20615 -71873.83833 -317082.68247 -10236.75971 -42953.17685 -10757.54785 (in eV, following the order of the records).